157
Properties=species:S:1:pos:R:3 method="wB97M-V/def2-TZVPD" s_squared=3.7551 spin_multiplicity=4 energy_ev=-109783.8630 total_charge=+1 fmax_ev_per_a=2.9 homo_ev="-10.6376 / -10.6385" gap_ev="7.789 / 7.740"
V -0.44 -29.53 -10.02
C -1.15 -26.19 -10.50
O -0.03 -25.75 -9.75
O -1.20 -27.53 -10.54
C -2.41 -25.62 -9.90
F -2.63 -26.03 -8.62
F -2.40 -24.26 -9.87
F -3.46 -25.97 -10.62
C 0.74 -24.69 -10.28
C 1.84 -24.39 -9.31
H 2.16 -25.22 -8.67
H 2.71 -23.96 -9.78
H 1.40 -23.70 -8.58
H 0.09 -23.84 -10.49
H 1.24 -25.01 -11.21
H -1.00 -25.84 -11.53
C 2.31 -19.90 -8.76
C 2.60 -19.59 -10.20
O 2.68 -18.17 -10.46
O 1.22 -19.12 -8.26
H 3.17 -19.86 -8.08
H 1.92 -20.92 -8.71
H 1.82 -20.01 -10.86
H 3.52 -19.96 -10.65
H 1.80 -17.80 -10.26
H 1.62 -18.38 -7.79
C -1.63 -20.99 -9.23
O -1.56 -20.48 -7.92
H -1.98 -20.21 -9.91
H -0.68 -21.41 -9.61
H -2.27 -21.88 -9.25
H -0.82 -19.85 -7.87
C -5.64 -25.03 -14.04
O -4.67 -26.04 -14.03
H -6.41 -25.18 -13.27
H -5.21 -24.03 -13.87
H -6.20 -25.03 -14.97
H -4.20 -26.12 -13.20
C 3.08 -28.26 -11.44
C 1.78 -28.19 -12.26
C 2.07 -28.23 -13.75
O 0.88 -28.02 -14.50
C 0.35 -26.69 -14.35
N 0.95 -29.38 -11.89
H 3.73 -27.40 -11.62
H 3.67 -29.12 -11.78
H 2.98 -28.27 -10.37
H 1.38 -27.23 -11.93
H 2.40 -29.24 -13.99
H 2.77 -27.43 -14.00
H -0.49 -26.77 -13.64
H -0.02 -26.31 -15.30
H 1.01 -25.97 -13.86
H 1.62 -30.15 -11.81
H 0.38 -29.64 -12.71
C -2.53 -29.27 -13.05
C -2.56 -30.66 -12.45
C -1.74 -31.74 -13.19
O -0.59 -31.20 -13.76
C 0.03 -32.12 -14.65
N -2.22 -30.60 -10.99
H -3.08 -28.58 -12.39
H -3.13 -29.24 -13.96
H -1.55 -28.90 -13.31
H -3.60 -30.97 -12.62
H -2.39 -32.18 -13.95
H -1.53 -32.53 -12.45
H 0.56 -32.87 -14.05
H 0.83 -31.61 -15.19
H -0.67 -32.55 -15.35
H -3.02 -30.10 -10.57
H -2.17 -31.56 -10.67
C 1.06 -27.59 -6.35
C 0.48 -28.66 -7.28
C -1.03 -28.61 -7.20
O -1.53 -29.60 -8.12
C -2.59 -30.37 -7.52
N 0.91 -28.35 -8.68
H 0.88 -27.79 -5.28
H 0.63 -26.59 -6.47
H 2.15 -27.51 -6.38
H 0.90 -29.63 -7.00
H -1.39 -27.64 -7.53
H -1.28 -28.77 -6.16
H -3.29 -29.72 -6.99
H -2.22 -31.06 -6.74
H -3.11 -30.97 -8.26
H 0.86 -27.32 -8.76
H 1.92 -28.45 -8.71
C -7.12 -22.61 -8.38
C -6.57 -23.06 -9.73
C -5.15 -22.50 -9.96
O -5.11 -21.46 -10.94
C -5.24 -20.17 -10.36
N -6.58 -24.56 -9.68
H -7.16 -21.53 -8.16
H -6.47 -22.95 -7.57
H -8.15 -22.94 -8.31
H -7.27 -22.83 -10.54
H -4.60 -23.27 -10.51
H -4.61 -22.40 -9.02
H -4.27 -19.79 -10.01
H -5.88 -20.16 -9.47
H -5.63 -19.46 -11.08
H -5.91 -24.80 -10.40
H -6.23 -24.77 -8.74
C -6.07 -27.90 -10.88
C -5.53 -27.91 -9.46
C -6.36 -28.75 -8.51
O -5.76 -28.74 -7.20
C -6.14 -27.60 -6.45
N -4.19 -28.64 -9.59
H -6.26 -28.93 -11.19
H -5.32 -27.39 -11.49
H -6.94 -27.31 -11.17
H -5.22 -26.91 -9.15
H -6.32 -29.78 -8.88
H -7.42 -28.51 -8.38
H -5.95 -26.68 -7.01
H -5.53 -27.56 -5.55
H -7.17 -27.74 -6.11
H -3.53 -27.90 -9.80
H -3.99 -28.85 -8.61
C 4.09 -24.41 -12.23
C 5.23 -23.47 -11.93
C 6.01 -23.15 -13.21
O 6.81 -24.20 -13.59
C 7.53 -23.89 -14.73
N 4.64 -22.21 -11.41
H 4.42 -25.18 -12.96
H 3.34 -23.93 -12.86
H 3.59 -25.04 -11.50
H 5.99 -23.86 -11.24
H 6.56 -22.20 -13.08
H 5.24 -22.81 -13.94
H 8.21 -23.03 -14.66
H 6.84 -23.78 -15.56
H 8.26 -24.69 -14.90
H 4.30 -22.46 -10.48
H 5.35 -21.51 -11.15
C 0.14 -21.58 -12.79
C 0.45 -22.65 -13.81
C -0.39 -22.39 -15.07
O -1.74 -22.57 -14.79
C -2.12 -23.91 -14.87
N 1.85 -22.49 -14.24
H -0.87 -21.59 -12.39
H 0.40 -20.61 -13.21
H 0.76 -21.72 -11.89
H 0.21 -23.69 -13.55
H -0.09 -23.05 -15.89
H -0.15 -21.39 -15.43
H -1.43 -24.70 -14.54
H -2.29 -24.25 -15.92
H -3.09 -24.06 -14.42
H 2.56 -22.45 -13.52
H 2.11 -23.20 -14.91